Formula: C9H29CrFO14P3
Source: OMol25
Level of theory: ωB97M-V/def2-TZVPD

HOMO energy (alpha / beta): -0.314 / -0.337 Ha
M: 525.23 g mol⁻¹
Orbital gap (alpha / beta): 0.335 / 0.358 hartree
LUMO energy (alpha / beta): 0.021 / 0.021 Ha
Multiplicity: 4
Calculated total energy: -3582.4273 hartree

Atoms and positions in Å:
Cr (-0.405, 0.358, 0.041)
F (-0.355, -1.261, -0.870)
O (-2.340, 0.247, 0.335)
H (-2.377, 0.765, 1.144)
O (-0.295, 1.929, 1.171)
H (0.413, 2.328, 0.697)
C (-1.689, 0.352, 3.680)
O (-1.527, -1.029, 3.452)
P (-0.397, -1.806, 2.595)
O (0.215, -0.948, 1.607)
O (-1.116, -3.094, 2.021)
C (-1.827, -3.040, 0.690)
O (0.437, -2.596, 3.746)
C (1.774, -3.122, 3.330)
H (-0.914, 0.914, 3.121)
H (-1.594, 0.643, 4.723)
H (-2.673, 0.675, 3.423)
H (-1.169, -2.597, -0.058)
H (-2.734, -2.495, 0.869)
H (-1.941, -4.081, 0.428)
H (1.876, -3.881, 4.129)
H (2.553, -2.419, 3.482)
H (1.759, -3.630, 2.376)
C (2.710, 1.157, 2.327)
O (3.578, 0.730, 1.256)
P (3.092, 0.538, -0.237)
O (1.640, 0.716, -0.355)
O (3.820, 1.541, -1.202)
C (4.790, 1.273, -2.175)
O (3.508, -0.867, -0.821)
C (2.834, -2.054, -0.326)
H (1.650, 0.935, 2.040)
H (2.706, 2.253, 2.369)
H (3.059, 0.733, 3.243)
H (4.871, 0.207, -2.336)
H (5.763, 1.643, -1.804)
H (4.536, 1.789, -3.080)
H (3.241, -2.919, -0.872)
H (1.762, -1.904, -0.382)
H (3.118, -2.260, 0.685)
C (-3.068, 2.943, -0.404)
O (-3.095, 2.526, -1.789)
P (-2.017, 1.583, -2.434)
O (-0.726, 1.338, -1.675)
O (-2.878, 0.361, -2.991)
C (-2.737, -0.984, -2.455)
O (-1.715, 2.461, -3.769)
C (-2.128, 2.214, -5.092)
H (-3.067, 4.045, -0.464)
H (-2.192, 2.662, 0.146)
H (-3.984, 2.591, 0.108)
H (-3.004, -0.999, -1.376)
H (-1.672, -1.273, -2.551)
H (-3.404, -1.602, -3.103)
H (-3.106, 2.520, -5.373)
H (-2.039, 1.143, -5.402)
H (-1.518, 2.748, -5.838)